137
Properties=species:S:1:pos:R:3:forces:R:3 method="wB97M-V/def2-TZVPD" charge=+1 homo_ev=-11.96
C 5.24582 2.82134 1.13811 0.06 0.07 0.04
C 4.27812 1.69518 0.87915 0.00 -0.09 0.04
F 4.04206 1.61277 -0.51285 -0.05 0.06 -0.06
C 4.80780 0.32850 1.33293 0.09 0.09 -0.05
P 4.25084 -1.04717 0.27995 0.01 0.00 -0.06
C 2.43698 -1.20023 0.21514 -0.07 -0.10 -0.09
C 1.68536 -0.87772 1.51361 0.05 -0.04 0.07
O 1.56586 0.50650 1.69699 0.06 -0.06 0.06
Si 0.12168 1.29172 1.28861 -0.14 -0.03 -0.08
C -1.26892 0.43565 2.19211 0.12 -0.11 -0.01
C 0.35979 3.05690 1.77081 0.12 0.05 0.10
C -0.09811 1.12104 -0.55651 0.03 -0.01 -0.09
B 5.06314 -1.10733 -1.54935 0.27 0.08 0.13
N 4.57362 -0.29997 -2.55244 -0.60 -0.44 -0.20
O 6.13917 -1.94844 -1.63810 -0.20 0.02 0.35
P 4.86587 -3.03396 1.14175 -0.03 0.11 0.10
O 4.12049 -2.99459 2.57852 -0.05 -0.05 -0.09
Cl 6.78557 -2.53258 1.62870 0.07 0.06 0.01
H 4.74613 3.78738 1.08160 0.01 -0.03 -0.05
H 6.05363 2.79787 0.40434 -0.01 -0.06 0.03
H 5.68997 2.72528 2.13086 -0.08 0.01 0.00
H 3.30202 1.85704 1.32680 0.04 0.04 0.04
H 5.90062 0.28997 1.30479 -0.03 0.03 0.01
H 4.48985 0.14262 2.36210 0.00 -0.01 -0.02
H 2.06357 -0.56523 -0.59070 0.00 -0.01 0.03
H 2.24392 -2.23996 -0.07574 0.02 0.04 -0.04
H 2.20070 -1.30889 2.37719 -0.03 0.00 -0.05
H 0.70951 -1.37567 1.46548 0.00 0.05 -0.04
H -0.90724 -0.06584 3.09410 -0.03 0.11 0.03
H -1.73600 -0.32526 1.56189 -0.10 0.07 0.02
H -2.03483 1.15431 2.48886 -0.04 -0.07 -0.02
H 1.14329 3.53683 1.17925 -0.03 0.02 0.01
H -0.55896 3.62476 1.60750 0.04 0.01 -0.01
H 0.62404 3.16707 2.82504 -0.02 -0.01 -0.03
H 0.80712 1.43884 -1.08373 -0.06 0.05 -0.02
H -0.33770 0.09770 -0.86102 0.01 0.01 0.03
H -0.91308 1.75605 -0.91271 0.02 -0.01 0.01
H 4.79471 -0.48804 -3.52071 0.23 0.17 0.04
H 3.75452 0.27857 -2.44446 0.15 0.14 0.08
H 6.08502 -2.80267 -2.06528 0.05 -0.09 -0.29
H 4.39087 -2.32297 3.21845 0.07 0.01 0.03
C 0.16730 -9.30453 3.58784 0.03 -0.02 0.05
O 1.52966 -8.92434 3.33309 -0.02 0.05 0.03
C 1.67034 -7.70520 2.83730 0.00 -0.08 -0.23
O 0.78040 -6.93265 2.57566 0.01 0.02 0.10
O 2.97073 -7.47101 2.63628 -0.05 0.05 0.08
C 3.24290 -6.17730 2.09694 -0.03 -0.08 -0.01
H 0.21531 -10.30544 4.00348 0.01 0.00 0.00
H -0.28174 -8.61347 4.29859 -0.04 -0.04 0.01
H -0.40452 -9.30284 2.66168 0.00 -0.01 0.00
H 2.88139 -5.40029 2.76857 0.03 0.00 -0.01
H 2.76067 -6.06745 1.12556 0.02 0.03 -0.01
H 4.32330 -6.12626 1.99264 0.00 -0.01 0.02
C -3.30174 -3.05895 0.98403 0.11 -0.01 0.03
O -4.07725 -1.99308 0.43084 0.00 0.02 -0.01
C -4.53535 -2.23313 -0.80148 -0.02 -0.05 0.01
O -4.31632 -3.22569 -1.44615 0.01 0.04 0.01
O -5.26648 -1.19226 -1.18678 0.02 -0.01 -0.01
C -5.84892 -1.32878 -2.49186 0.02 0.00 0.04
H -2.99281 -2.71765 1.96802 -0.04 0.00 0.01
H -3.89173 -3.96968 1.06870 -0.03 0.02 -0.02
H -2.43053 -3.25922 0.36055 -0.01 -0.02 -0.01
H -6.50939 -2.19279 -2.52184 -0.01 0.01 0.00
H -5.07093 -1.44656 -3.24358 0.00 0.01 0.00
H -6.40679 -0.41240 -2.65232 -0.01 -0.01 -0.02
C -0.79390 3.78909 -5.94368 0.04 -0.01 0.00
O 0.59635 4.13624 -5.85660 -0.01 -0.02 0.03
C 1.13399 4.00666 -4.65058 0.03 0.02 0.03
O 0.56921 3.62811 -3.65496 -0.01 -0.01 0.01
O 2.41675 4.36785 -4.72321 -0.04 0.00 0.00
C 3.11760 4.32656 -3.47645 -0.02 -0.01 -0.03
H -1.06283 3.95095 -6.98220 -0.03 0.00 0.01
H -0.94200 2.74779 -5.66503 0.00 0.00 0.00
H -1.38433 4.42644 -5.28853 -0.01 -0.01 -0.02
H 3.11530 3.31552 -3.07018 0.01 0.01 0.00
H 2.65473 4.99812 -2.75555 0.01 0.01 0.00
H 4.12924 4.64636 -3.70416 0.00 0.00 0.02
C 1.69877 6.06721 -8.27907 0.02 0.00 -0.02
O 1.55429 5.57862 -9.61849 -0.02 0.00 -0.01
C 0.97239 6.43984 -10.45468 0.01 0.05 0.01
O 0.57602 7.53926 -10.16540 0.01 -0.05 -0.01
O 0.90692 5.87783 -11.65951 -0.01 0.01 0.02
C 0.30585 6.70596 -12.66497 0.02 -0.02 0.04
H 2.17316 5.26437 -7.72551 0.00 0.01 0.01
H 2.31410 6.96516 -8.26635 0.00 0.00 -0.01
H 0.72475 6.29726 -7.85083 0.00 0.00 0.00
H 0.87522 7.62490 -12.78903 0.00 -0.01 -0.01
H -0.71739 6.95423 -12.39013 0.00 -0.01 -0.01
H 0.32808 6.11362 -13.57365 -0.01 0.02 -0.01
C 1.40706 6.75924 4.85241 -0.02 0.01 -0.02
O 0.88922 7.85308 4.09081 -0.02 0.00 -0.04
C 0.48206 7.53356 2.86373 -0.03 0.00 -0.05
O 0.53092 6.43232 2.36995 0.07 -0.06 0.08
O 0.01536 8.62444 2.27164 0.03 -0.03 0.01
C -0.44310 8.41262 0.92783 -0.05 0.05 -0.05
H 1.68797 7.18403 5.81054 0.01 -0.02 0.01
H 0.64622 5.99114 4.98188 0.00 0.01 0.01
H 2.27390 6.32586 4.35564 0.01 0.01 0.01
H -1.25429 7.68754 0.91564 0.00 0.01 -0.01
H 0.37424 8.05034 0.30686 -0.01 0.01 -0.01
H -0.79295 9.37588 0.57384 0.00 -0.01 0.00
C -2.73429 11.64202 -3.50556 0.01 -0.03 -0.01
O -2.37311 10.41132 -4.15005 0.00 -0.03 0.02
C -2.03764 9.43161 -3.32092 0.00 0.00 0.04
O -2.01295 9.49651 -2.11703 0.03 -0.01 0.02
O -1.72790 8.35236 -4.04161 0.00 0.01 0.01
C -1.34002 7.21596 -3.26439 -0.02 0.05 -0.02
H -2.97720 12.32492 -4.31246 0.00 0.02 0.02
H -3.59353 11.49030 -2.85552 -0.01 0.01 -0.01
H -1.90018 12.01981 -2.91776 0.00 0.01 -0.01
H -2.14766 6.91178 -2.60075 0.00 -0.02 -0.01
H -0.45567 7.44258 -2.67054 0.01 -0.01 -0.01
H -1.12354 6.43515 -3.98698 0.02 -0.02 0.03
C -2.60410 -6.82914 3.42870 0.11 0.05 -0.04
O -3.64090 -7.81435 3.41046 -0.03 0.02 -0.04
C -4.68571 -7.52573 4.19172 0.10 -0.05 0.15
O -4.82413 -6.51705 4.83163 -0.03 -0.01 -0.07
O -5.52525 -8.55784 4.15764 -0.04 0.05 0.01
C -6.65603 -8.42588 5.03386 0.02 0.00 -0.06
H -1.82266 -7.20232 2.77507 0.00 0.02 0.00
H -2.97041 -5.86950 3.06667 -0.06 -0.02 0.02
H -2.22018 -6.70320 4.44032 -0.02 0.01 0.00
H -7.24736 -7.55459 4.76077 -0.01 -0.01 0.00
H -6.32092 -8.32803 6.06468 -0.01 -0.01 0.00
H -7.22996 -9.33678 4.89815 -0.02 0.01 0.02
C -1.11216 -11.25740 8.93794 -0.02 -0.01 -0.04
O -1.49314 -11.80566 7.66916 0.00 0.02 -0.01
C -2.28191 -11.01673 6.94327 -0.02 0.03 0.01
O -2.66531 -9.91864 7.26096 0.03 -0.03 -0.02
O -2.57351 -11.64169 5.80408 0.02 0.03 0.03
C -3.44817 -10.90074 4.94163 0.02 -0.04 -0.03
H -0.48241 -12.01189 9.39756 0.00 0.02 0.02
H -0.56384 -10.32724 8.80088 0.01 -0.01 0.00
H -1.99261 -11.06600 9.54813 0.00 -0.01 0.00
H -3.00648 -9.94264 4.67806 -0.01 0.00 -0.01
H -4.40626 -10.72995 5.42681 0.00 0.00 0.01
H -3.57609 -11.51571 4.05659 -0.01 0.00 0.00